Entry 1:
Below is a structure of composition C24H32N3O4PdSi2, with properties calculated with wB97M-V/def2-TZVPD.

Geometry as ORCA input:
```
! RIJCOSX wB97M-V def2-TZVPD def2/J DEFGRID3
* xyz 1 5
Pd -0.0636 -0.4075 0.1028
C 3.4103 -2.1185 -1.7062
O 2.5446 -1.0515 -1.2518
C 3.0903 0.1675 -1.2438
C 4.4348 0.5009 -1.3316
C 4.8368 1.7374 -1.7342
C 3.9386 2.7357 -1.9877
C 2.5889 2.5092 -1.7454
C 2.1552 1.2600 -1.2933
N 0.8459 1.0740 -0.9894
N 0.0972 2.0955 -1.2910
C -1.2357 1.8848 -1.5525
C -1.8033 0.6146 -1.8638
O -1.1627 -0.5143 -1.6545
C -3.1301 0.5983 -2.3468
C -3.9711 1.6753 -2.2408
C -3.4808 2.8937 -1.7092
C -4.2628 4.1034 -1.4117
C -3.6200 5.3395 -1.3118
C -2.2610 5.4589 -1.6680
C -1.4928 4.3503 -1.6732
C -2.0997 3.0587 -1.6438
H 4.4460 -1.9976 -1.3276
H 3.4100 -2.0783 -2.8030
H 2.9925 -3.0525 -1.3595
H 5.1669 -0.2610 -1.0691
H 5.8452 1.8719 -2.0504
H 4.3364 3.6985 -2.2759
H 1.7750 3.2502 -1.8858
H -3.5017 -0.3209 -2.8556
H -5.0543 1.6272 -2.5304
H -5.3115 4.0116 -1.2394
H -4.2117 6.1938 -1.0493
H -1.8313 6.4719 -1.7926
H -0.4091 4.3868 -1.7099
C -1.6322 -4.2742 2.7811
Si -0.4350 -3.2852 1.6496
C -0.6059 -4.0074 -0.0541
C 1.3493 -3.6444 2.2676
C -1.0895 -1.5106 1.4929
Si -0.4257 -0.2187 2.7108
C -0.9969 1.5276 2.7549
C -0.5278 -0.7325 4.5507
C 1.4299 -0.1885 2.4777
H -1.5466 -5.4106 2.7053
H -2.6625 -4.0022 2.4932
H -1.4594 -3.9902 3.8367
H -1.2793 -4.8528 -0.0436
H 0.4091 -4.3566 -0.2706
H -0.8754 -3.3272 -0.8797
H 1.2955 -4.6781 2.6733
H 1.6347 -2.9425 3.1760
H 2.1761 -3.5375 1.5216
H -2.1393 -1.4711 1.1246
H -2.0810 1.5776 2.4769
H -0.4329 2.1318 2.0045
H -0.9095 1.8204 3.7891
H -1.5929 -0.8352 4.9656
H 0.0273 0.0499 5.1292
H 0.0029 -1.6706 4.7031
H 1.7135 0.4759 1.6528
H 1.7311 -1.2200 2.2297
H 2.0280 0.2694 3.2912
O -1.1053 -3.4846 -3.3542
N 0.0287 -3.1023 -3.5434
O 0.9598 -2.8773 -2.8162
*
```

Output
**Total energy**: -57288.405 eV
**Gap between HOMO and LUMO (spin up / spin down)**: 6.0 / 5.7 eV
**F_max**: 0.0662 Eh/bohr
**HOMO (spin up / spin down)**: -10.52 / -11.56 eV

=====

Entry 2:
Below is a structure of composition C5H8Br3NO2, with properties calculated with wB97M-V/def2-TZVPD.

Geometry as ORCA input:
```
! RIJCOSX wB97M-V def2-TZVPD def2/J DEFGRID3
* xyz 0 3
C 0.7757 0.9093 1.6596
C -1.4880 -0.1629 -1.7661
C 1.7088 -0.2296 -0.3159
C 0.6289 0.6964 0.2210
C -1.1976 -0.1212 -0.2064
N -1.1459 -1.3952 0.3539
O -0.3258 -2.1398 -0.1823
O -1.8272 -1.7044 1.3077
Br 3.4444 -0.0479 0.6220
Br 0.6487 2.4275 -0.7574
Br -2.5913 0.8462 0.6210
H 1.6248 1.6183 1.8962
H 1.2213 -0.0084 2.1627
H -0.1227 1.2247 2.2270
H -0.5312 -0.2120 -2.2746
H -2.1329 -1.0184 -2.0108
H -2.0895 0.7152 -2.0207
H 1.9492 -0.1899 -1.4464
H 1.4502 -1.2078 -0.0905
*
```

Output
**Energy relative to the best compared isomer or geometry (same formula, charge and spin)**: 1.160 eV
**Total energy**: -221018.701 eV
**Gap between HOMO and LUMO (spin up / spin down)**: 6.9 / 5.3 eV
**F_max**: 0.1050 Eh/bohr
**HOMO (spin up / spin down)**: -6.75 / -10.10 eV

=====

Entry 3:
Below is a structure of composition C33H56AsBF4O3Si4TcTe, with properties calculated with wB97M-V/def2-TZVPD.

Geometry as ORCA input:
```
! RIJCOSX wB97M-V def2-TZVPD def2/J DEFGRID3
* xyz 2 4
Tc -0.8136 -0.6187 1.7228
C 1.2993 -2.9935 1.0899
O 0.0388 -2.3218 0.7939
C -0.9602 -3.1967 0.2700
C -2.2429 -3.0376 1.0305
O -2.5311 -1.6214 1.0836
C -3.6676 -1.1754 1.8224
C -3.5071 0.3229 1.9582
O -2.2783 0.6651 2.5257
C -2.2981 0.9957 3.9348
H 1.0263 -3.7887 1.7122
H 1.9517 -2.2319 1.4994
H 1.6502 -3.3269 0.1359
H -0.6011 -4.2593 0.3615
H -1.1075 -2.9302 -0.7843
H -2.1972 -3.4644 2.0339
H -3.0093 -3.5149 0.4393
H -3.6678 -1.6101 2.8378
H -4.5853 -1.4488 1.3463
H -4.2561 0.5988 2.6672
H -3.5623 0.8438 1.0257
H -2.5256 2.0442 4.0992
H -1.2932 0.7612 4.3365
H -3.0127 0.2996 4.4325
F -2.9177 -2.2580 5.2245
B -1.5840 -2.3974 5.4734
F -0.8024 -1.6621 3.3140
F -1.0074 -3.5357 5.1919
F -0.9037 -1.3977 6.0156
C 0.6959 -1.9927 -5.2684
Si 0.4788 -2.2088 -3.4254
C 2.2114 -2.3714 -2.7167
C -0.4305 -3.8125 -3.3963
Si -0.6390 -0.1348 -2.8839
Te -0.6944 1.0195 -0.6592
Si 0.5258 1.6698 -4.0360
C -0.7830 2.9341 -4.2428
C 2.0060 2.0886 -3.0169
C 1.1040 1.3473 -5.7562
Si -2.8870 -0.2523 -3.2976
C -3.6898 -1.3793 -2.0533
C -3.7245 1.3654 -3.2251
C -3.2454 -1.0989 -4.9690
H -0.1889 -1.7180 -5.8514
H 0.9291 -3.0309 -5.5730
H 1.5361 -1.4156 -5.5598
H 2.5753 -3.3406 -3.0250
H 2.3902 -2.3596 -1.6616
H 2.8398 -1.6440 -3.2004
H -0.0042 -4.5150 -4.1365
H -1.4501 -3.6864 -3.7827
H -0.5721 -4.2972 -2.3960
H -1.2617 3.2050 -3.2493
H -1.5568 2.5583 -4.9686
H -0.3548 3.8840 -4.6558
H 1.7498 2.8277 -2.2723
H 2.8105 2.5008 -3.6478
H 2.4519 1.2094 -2.5084
H 0.3631 0.8831 -6.4072
H 2.0208 0.7734 -5.7874
H 1.3508 2.3627 -6.0905
H -3.8316 -0.9036 -1.0919
H -3.2874 -2.3732 -2.0558
H -4.6968 -1.5384 -2.5064
H -3.4475 1.9979 -2.3940
H -4.8068 1.1852 -3.2623
H -3.5801 1.9085 -4.1489
H -2.7024 -2.0723 -5.1064
H -3.0533 -0.4551 -5.7732
H -4.2798 -1.3592 -4.9775
C 5.2829 -0.3306 0.2204
C 4.0894 -0.4259 -0.4592
C 2.8816 -0.1268 0.1628
C 2.8764 0.3101 1.4616
C 4.0806 0.4366 2.1556
C 5.2749 0.0679 1.5438
As 1.2383 0.8088 2.3021
C 1.5748 1.0107 4.1880
C 1.7014 -0.1222 4.9488
C 1.9905 -0.0686 6.2810
C 1.9631 1.1657 6.9207
C 1.8746 2.3442 6.1694
C 1.6238 2.2638 4.8144
C 0.9763 2.6536 1.6591
C -0.3166 3.2373 1.7052
C -0.4854 4.5592 1.3079
C 0.5643 5.2997 0.8555
C 1.8687 4.7358 0.8979
C 2.0667 3.4058 1.2197
H 6.1930 -0.5351 -0.2402
H 4.1597 -0.7373 -1.4873
H 1.9046 -0.2232 -0.3909
H 4.1223 0.7869 3.1381
H 6.2229 0.0941 2.0535
H 1.6133 -1.0552 4.4845
H 2.1009 -1.0084 6.8299
H 2.1538 1.2297 8.0049
H 1.9327 3.2972 6.6791
H 1.4234 3.1356 4.2353
H -1.1809 2.6715 2.0809
H -1.5143 4.9621 1.3314
H 0.4756 6.3126 0.5054
H 2.7136 5.3296 0.6003
H 3.0476 3.0136 1.2629
*
```

Output
**Energy relative to the best compared isomer or geometry (same formula, charge and spin)**: 0.000 eV
**Total energy**: -154651.598 eV
**Gap between HOMO and LUMO (spin up / spin down)**: 8.2 / 5.3 eV
**F_max**: 0.0451 Eh/bohr
**HOMO (spin up / spin down)**: -13.35 / -13.22 eV

=====

Entry 4:
Below is a cluster of 2 separate species, C2H6O2S2 in total, with properties calculated with wB97M-V/def2-TZVPD.

Geometry as ORCA input:
```
! RIJCOSX wB97M-V def2-TZVPD def2/J DEFGRID3
* xyz 0 1
C 0.9927 1.0114 0.6451
S 1.2100 -0.7235 0.2654
S 2.2617 -0.5504 -1.5249
H 1.8499 1.6273 0.3880
H 0.8779 1.1236 1.7279
H 0.1351 1.4920 0.1659
H 3.4489 -0.0915 -1.0855
O -1.7046 -1.3200 1.0246
C -2.4354 -0.8236 0.2235
O -2.1285 -0.8220 -1.1100
H -3.3487 -0.2464 0.4148
H -1.1590 -0.6770 -1.1346
*
```

Output
**Energy relative to the best compared isomer or geometry (same formula, charge and spin)**: 0.439 eV
**Structure (SMILES)**: O=CO.CSS
**Total energy**: -27936.473 eV
**Gap between HOMO and LUMO**: 9.6 eV
**F_max**: 0.0238 Eh/bohr
**HOMO**: -9.13 eV

=====

Entry 5:
Below is the ion C3H7O8PS2 with charge -2, with properties calculated with wB97M-V/def2-TZVPD.

Geometry as ORCA input:
```
! RIJCOSX wB97M-V def2-TZVPD def2/J DEFGRID3
* xyz -2 1
C -2.7640 -1.3401 0.7315
C 0.6916 2.2891 -0.3531
C -0.3931 -1.0426 -1.1908
O 1.6362 -0.2022 0.4248
O 1.9039 -2.5080 -0.6740
O 2.1749 -0.2884 -2.0064
O -0.9329 0.6477 0.9966
O -0.2895 -1.5104 2.0196
O 1.7233 1.5987 2.0416
O 3.2046 1.6978 0.0198
O -0.9301 0.0033 -1.7237
P 1.4173 -1.1150 -1.0605
S -0.8109 -0.8098 0.8354
S 1.8770 1.3428 0.5984
H -2.8275 -1.3399 1.7785
H -3.1272 -0.4091 0.2797
H -2.9933 -2.2337 0.2454
H -0.1048 1.4973 -0.7681
H 0.1546 3.0167 0.3087
H 1.2812 2.7390 -1.0565
H -0.8913 -2.0330 -1.4468
*
```

Output
**Structure (SMILES)**: CS(=O)(=O)O[P@](=O)([O-])[C@H]([O-])S(C)(=O)=O
**Total energy**: -50564.126 eV
**Gap between HOMO and LUMO**: 6.6 eV
**F_max**: 0.0857 Eh/bohr
**HOMO**: -1.23 eV

=====

Entry 6:
Below is a cluster of 3 separate species, C38H23IO11P2 in total, with properties calculated with wB97M-V/def2-TZVPD.

Geometry as ORCA input:
```
! RIJCOSX wB97M-V def2-TZVPD def2/J DEFGRID3
* xyz 0 1
O -4.2683 4.7748 -1.4089
C -2.9371 4.9270 -1.2852
C -2.0554 4.3266 0.0031
C -0.8829 5.1591 0.4901
P 0.2883 4.6165 1.9236
O -0.1566 3.2775 2.6406
O 0.3973 6.0028 3.0006
O 1.8963 4.3829 1.2186
C -0.5111 6.6350 -0.2034
O -0.1209 7.6906 0.5255
C -0.7229 6.6762 -1.8621
C -2.0298 5.7818 -2.4004
C -2.3462 5.7865 -4.0167
C -1.3301 6.6427 -4.9774
O -1.5771 6.6440 -6.4546
C -0.0369 7.5230 -4.4698
C 0.2843 7.5250 -2.8465
P 1.7991 8.4707 -2.0674
O 1.4037 10.1577 -2.2849
I 3.8996 7.8580 -3.2391
H -2.3209 3.2893 0.5312
H 0.9068 5.7664 3.8367
H 1.9016 4.7197 0.2725
H -3.2582 5.1431 -4.3996
H -1.2010 5.7765 -6.8225
H 0.6710 8.1492 -5.1778
H 0.5172 10.2623 -1.7893
C 4.0963 -4.3647 -0.9017
C 4.3312 -4.1741 0.4597
C 3.7302 -3.1071 1.1294
C 2.9008 -2.2199 0.4326
C 2.6856 -2.3962 -0.9337
C 3.2756 -3.4781 -1.6003
C 1.8526 -1.4382 -1.6890
O 1.6603 -1.5944 -2.8885
C 1.2625 -0.2853 -0.9800
C 0.5185 0.6623 -1.6950
C -0.0543 1.7486 -1.0299
C 0.1057 1.8863 0.3486
C 0.8511 0.9468 1.0625
C 1.4387 -0.1359 0.3948
C 2.2550 -1.1045 1.1529
O 2.4001 -0.9817 2.3637
H 4.5573 -5.2016 -1.4217
H 4.9811 -4.8578 1.0014
H 3.9140 -2.9675 2.1934
H 3.1012 -3.6299 -2.6641
H 0.3861 0.5605 -2.7710
H -0.6273 2.4860 -1.5879
H -0.3464 2.7284 0.8680
H 0.9758 1.0635 2.1377
C -1.4576 -3.2904 -0.8417
C -0.9404 -2.5192 0.1989
C -0.7847 -3.0753 1.4696
C -1.1589 -4.4041 1.7039
C -1.6988 -5.1675 0.6695
C -1.8378 -4.6129 -0.6095
C -2.1430 -6.5544 0.9174
O -2.6141 -7.2268 0.0085
C -2.0193 -7.1157 2.2774
C -2.4897 -8.4090 2.5398
C -2.3645 -8.9525 3.8201
C -1.7626 -8.2119 4.8370
C -1.2982 -6.9211 4.5798
C -1.4359 -6.3686 3.2995
C -0.9740 -4.9894 3.0467
O -0.4490 -4.3361 3.9410
H -1.5703 -2.8598 -1.8343
H -0.6559 -1.4845 0.0209
H -0.3755 -2.4689 2.2758
H -2.2459 -5.2071 -1.4252
H -2.9581 -8.9952 1.7507
H -2.7352 -9.9550 4.0230
H -1.6584 -8.6377 5.8326
H -0.8337 -6.3470 5.3798
*
```

Output
**Structure (SMILES)**: O=C1C=C(P(=O)(O)O)C(=O)c2c1cc(O)cc2P(O)I.O=C1c2ccccc2C(=O)c2ccccc21.O=C1c2ccccc2C(=O)c2ccccc21
**Total energy**: -88969.602 eV
**Gap between HOMO and LUMO**: 6.4 eV
**F_max**: 0.1718 Eh/bohr
**HOMO**: -9.09 eV

=====

Entry 7:
Below is the molecule C2H8N2, with properties calculated with wB97M-V/def2-TZVPD.

Geometry as ORCA input:
```
! RIJCOSX wB97M-V def2-TZVPD def2/J DEFGRID3
* xyz 0 1
C 0.9155 -0.9534 -0.6831
N 0.4061 -0.4594 0.5983
C -0.8552 0.2558 0.5055
N -0.7287 1.6209 0.0104
H 0.9264 -0.1149 -1.3720
H 0.3261 -1.7497 -1.1384
H 1.9518 -1.2203 -0.4977
H 0.3061 -1.2457 1.2233
H -1.5888 -0.2762 -0.1159
H -1.2670 0.3191 1.5031
H -0.0954 1.6421 -0.7791
H -0.2969 2.1818 0.7456
*
```

Output
**Energy relative to the best compared isomer or geometry (same formula, charge and spin)**: 0.237 eV
**Structure (SMILES)**: CNCN
**Total energy**: -5183.501 eV
**Gap between HOMO and LUMO**: 10.2 eV
**F_max**: 0.0198 Eh/bohr
**HOMO**: -9.06 eV

=====

Entry 8:
Below is the molecule C4H9NO2, with properties calculated with wB97M-V/def2-TZVPD.

Geometry as ORCA input:
```
! RIJCOSX wB97M-V def2-TZVPD def2/J DEFGRID3
* xyz 0 1
C -2.0539 -0.8001 -0.3090
C -0.6408 -0.2978 -0.5684
O -0.7591 0.9473 -1.2138
C 0.1387 -0.1955 0.7484
N 1.5875 -0.0979 0.5958
C 2.2121 1.0219 0.1770
O 1.6448 2.0316 -0.2148
H -2.0527 -1.8129 0.1083
H -2.6168 -0.8085 -1.2463
H -2.5671 -0.1276 0.3876
H -0.1111 -1.0219 -1.2136
H 0.0246 1.4862 -1.0053
H -0.2216 0.6851 1.2950
H -0.0565 -1.0804 1.3614
H 2.1593 -0.8792 0.8754
H 3.3126 0.9496 0.2222
*
```

Output
**Energy relative to the best compared isomer or geometry (same formula, charge and spin)**: 0.713 eV
**Structure (SMILES)**: C[C@@H](O)CNC=O
**Total energy**: -9879.348 eV
**Gap between HOMO and LUMO**: 10.6 eV
**F_max**: 0.0079 Eh/bohr
**HOMO**: -9.93 eV

=====

Entry 9:
Below is the molecule C22H27Cl2N3O3, with properties calculated with wB97M-V/def2-TZVPD.

Geometry as ORCA input:
```
! RIJCOSX wB97M-V def2-TZVPD def2/J DEFGRID3
* xyz 0 1
C 2.1948 -1.8316 -2.1176
H 2.6183 -1.1298 -2.8311
H 3.0119 -2.3625 -1.6340
H 1.6581 -1.2621 -1.3619
C 1.2651 -2.8155 -2.8306
C 2.0576 -3.5800 -3.8919
H 1.4201 -4.2842 -4.4222
H 2.4804 -2.8890 -4.6169
H 2.8730 -4.1338 -3.4325
C 0.1071 -2.0636 -3.4934
C -0.8052 -1.3644 -2.5102
O -1.3741 -0.3273 -2.7922
C -0.9644 -2.0125 -1.2090
C -0.2601 -3.1396 -0.8661
O -0.3642 -3.6915 0.3219
H -1.0104 -3.1295 0.8641
C 0.6722 -3.8081 -1.8212
H 0.1121 -4.5820 -2.3568
H 1.4558 -4.3113 -1.2514
C -1.8260 -1.3715 -0.2507
N -1.9577 -1.7943 0.9459
C -2.7176 -1.0044 1.8708
H -3.2786 -1.6827 2.5182
C -1.7966 -0.1033 2.7357
C -2.5508 1.1727 3.1231
H -3.4137 0.9225 3.7419
C -1.6479 2.1494 3.8742
N -0.4980 2.4588 3.0527
C -0.1876 3.7502 2.7887
O -0.7317 4.6909 3.3301
N 0.8664 3.9579 1.8897
C 1.0065 3.3899 0.6253
C -0.0652 2.8058 -0.0508
C 0.1190 2.2234 -1.2902
C 1.3709 2.2349 -1.8868
C 2.4376 2.8487 -1.2363
C 2.2578 3.4209 0.0098
H 3.0919 3.8918 0.5059
Cl 3.9957 2.8944 -1.9713
Cl 1.5889 1.5211 -3.4356
H -0.7029 1.7566 -1.8123
H -1.0480 2.8368 0.3926
H 1.2980 4.8647 2.0077
C 0.3055 1.2952 2.7654
H 1.1946 1.5750 2.2027
C -0.5068 0.2590 1.9916
H 0.1041 -0.6343 1.8524
H -0.7474 0.6561 1.0056
H 0.6264 0.8595 3.7224
H -2.1710 3.0821 4.0894
H -1.3140 1.7051 4.8200
H -2.9146 1.6644 2.2181
H -1.5222 -0.6465 3.6457
H -3.4303 -0.3622 1.3327
H -2.3483 -0.4815 -0.6160
H -0.5142 -2.7687 -4.0552
H 0.4797 -1.3201 -4.2002
*
```

Output
**Structure (SMILES)**: CC1(C)CC(=O)C(/C=N/CC2CCN(C(=O)Nc3ccc(Cl)c(Cl)c3)CC2)=C(O)C1
**Total energy**: -58911.766 eV
**Gap between HOMO and LUMO**: 9.0 eV
**F_max**: 0.0119 Eh/bohr
**HOMO**: -8.55 eV

=====

Entry 10:
Below is a structure of composition C6H5Br4ClN2, with properties calculated with wB97M-V/def2-TZVPD.

Geometry as ORCA input:
```
! RIJCOSX wB97M-V def2-TZVPD def2/J DEFGRID3
* xyz 0 1
C -1.9758 -1.0127 -0.5629
C -0.9519 -1.9047 -0.9035
C -1.3543 0.0713 0.0364
C -1.9470 1.3119 0.5838
C 1.4703 0.6738 0.4068
C 2.6329 -0.1593 -0.0206
N 0.2153 -1.4116 -0.5399
N -0.0520 -0.2544 0.0344
Cl 1.4234 0.9495 2.1289
Br 1.3094 2.2805 -0.6191
Br 4.2454 0.8729 0.4077
Br 2.6245 -0.4758 -1.9173
Br 2.7190 -1.8303 0.9339
H -3.0261 -1.1284 -0.7316
H -1.0050 -2.8565 -1.3937
H -2.1227 2.0350 -0.2145
H -2.9060 1.0742 1.0406
H -1.2995 1.7645 1.3307
*
```

Output
**Energy relative to the best compared isomer or geometry (same formula, charge and spin)**: 0.000 eV
**Total energy**: -301973.140 eV
**Gap between HOMO and LUMO**: 8.9 eV
**F_max**: 0.0885 Eh/bohr
**HOMO**: -8.97 eV

=====

F_max of number 8 (C4H9NO2)?
0.0079 Eh/bohr

=====

Look up the F_max of the fourth one.
0.0238 Eh/bohr

=====

Which value of F_max does entry 3 give?
0.0451 Eh/bohr